[1]
One molecule with the formula C22H29N3O5S in a non-equilibrium geometry, computed with ωB97M-V/def2-TZVPD.

Element x y z (Å)
C (5.04938, 4.79684, 0.51530)
C (5.36014, 3.99454, -0.74605)
O (5.75626, 2.66994, -0.46658)
C (4.81713, 1.74539, -0.09965)
C (3.44111, 1.94412, -0.08635)
C (2.59341, 0.91687, 0.28717)
C (3.09394, -0.32822, 0.65311)
C (4.47307, -0.52980, 0.63654)
C (5.31635, 0.49502, 0.26491)
H (6.38460, 0.34683, 0.24717)
H (4.87560, -1.49059, 0.90896)
N (2.18078, -1.31836, 1.03879)
C (2.41400, -2.64191, 1.21299)
O (3.48698, -3.19195, 1.05484)
C (1.17564, -3.42958, 1.61185)
C (0.56110, -4.12850, 0.38522)
N (-0.27721, -3.21125, -0.35721)
C (0.33138, -2.62465, -1.53158)
C (-0.67738, -1.67823, -2.21113)
N (-1.71479, -1.24893, -1.29897)
S (-1.25665, -0.06819, -0.20301)
O (-0.67747, -0.58110, 1.01500)
O (-0.48083, 0.89076, -0.93308)
C (-2.85316, 0.62958, 0.18254)
C (-3.57108, 1.22104, -0.83688)
C (-4.81284, 1.77497, -0.58038)
C (-5.33589, 1.73312, 0.71261)
C (-4.59416, 1.13239, 1.73655)
C (-3.35753, 0.58520, 1.47117)
H (-2.76636, 0.12629, 2.24787)
H (-5.01465, 1.11514, 2.72911)
O (-6.53566, 2.23853, 1.07736)
C (-7.33437, 2.87628, 0.10590)
H (-8.23008, 3.20143, 0.63216)
H (-7.61616, 2.18783, -0.69640)
H (-6.82817, 3.74775, -0.31949)
H (-5.36077, 2.23613, -1.38611)
H (-3.14300, 1.24750, -1.82582)
C (-2.48236, -2.33275, -0.72077)
C (-1.63739, -3.61335, -0.61183)
H (-1.73025, -4.20588, -1.54088)
H (-2.00549, -4.21904, 0.21656)
H (-2.79904, -2.00511, 0.27068)
H (-3.37404, -2.50400, -1.33550)
H (-0.18154, -0.77576, -2.56717)
H (-1.16961, -2.16966, -3.05571)
H (0.65223, -3.39800, -2.25630)
H (1.21628, -2.06897, -1.21638)
H (1.36701, -4.53576, -0.23997)
H (-0.04730, -4.96864, 0.73086)
H (1.48900, -4.18965, 2.32866)
H (0.42434, -2.78071, 2.05904)
H (1.21471, -1.00576, 1.10617)
H (1.52664, 1.08135, 0.27570)
H (3.00380, 2.88800, -0.37123)
H (6.22176, 4.43231, -1.25919)
H (4.50645, 4.00900, -1.43545)
H (4.80192, 5.82096, 0.24859)
H (5.91662, 4.80064, 1.17084)
H (4.21361, 4.35852, 1.05488)

LUMO = 0.016 hartree
Relative energy (zero: lowest compared OMol25 entry of this formula, charge and spin) = 229.16 kJ/mol
Net charge = 0

---

[2]
One molecule with the formula HN3O3 in a non-equilibrium geometry, computed with ωB97M-V/def2-TZVPD.

Element x y z (Å)
N (0.04657, 0.99794, -0.78298)
N (0.34386, 0.11720, 0.06481)
N (-0.67990, -0.65656, 0.49302)
O (-1.75620, -0.17648, 0.35391)
O (0.86045, 1.68465, -1.39867)
O (-0.31465, -1.68248, 0.90477)
H (1.49986, -0.28427, 0.36515)

LUMO = -0.027 hartree
Relative energy (zero: lowest compared OMol25 entry of this formula, charge and spin) = 418.42 kJ/mol
Net charge = 0

---

[3]
C13H37BrCoN5O4 as an isolated structure in a non-equilibrium geometry, computed with ωB97M-V/def2-TZVPD.

Element x y z (Å)
Co (-0.14423, -3.16582, -0.48721)
Br (-0.18981, -0.58860, -0.43288)
C (-2.09041, 2.80756, -2.37931)
C (-0.61362, 2.68383, -2.70447)
C (-0.41574, 2.61669, -4.21203)
O (-0.92211, 1.39728, -4.68801)
C (-0.89633, 1.24507, -6.08138)
N (0.12337, 3.80985, -2.06300)
H (-2.66291, 1.89863, -2.59115)
H (-2.57591, 3.61156, -2.93859)
H (-2.32262, 2.96658, -1.32371)
H (-0.23020, 1.78368, -2.22366)
H (0.67630, 2.61343, -4.37709)
H (-0.76194, 3.55457, -4.66509)
H (-1.88534, 1.34672, -6.54999)
H (-0.67919, 0.19030, -6.27870)
H (-0.22420, 1.87041, -6.67161)
H (1.07321, 3.43224, -2.07069)
H (0.21648, 4.59032, -2.71388)
C (3.30024, -2.03734, -1.01103)
C (2.74799, -3.34223, -0.48304)
C (3.83114, -4.24587, 0.08733)
O (4.79109, -4.35483, -0.92243)
C (5.83051, -5.30915, -0.70352)
N (1.64161, -3.12036, 0.54221)
H (3.62499, -2.09984, -2.04649)
H (4.17562, -1.74067, -0.43004)
H (2.58669, -1.21666, -0.94820)
H (2.23598, -3.93527, -1.26103)
H (3.49996, -5.26213, 0.34866)
H (4.25629, -3.75205, 0.97538)
H (6.37751, -5.21356, 0.23838)
H (6.48206, -5.21902, -1.56427)
H (5.30947, -6.27600, -0.66371)
H (2.00039, -2.39816, 1.20708)
H (1.74517, -3.96564, 1.11731)
C (-4.12574, -0.47471, 2.11373)
C (-3.42740, 0.87481, 2.29341)
C (-4.08646, 1.82808, 3.27380)
O (-5.37193, 2.12125, 2.77572)
C (-6.10703, 2.92967, 3.66607)
N (-2.03913, 0.64380, 2.70244)
H (-4.91377, -0.46641, 1.35260)
H (-4.53377, -0.95851, 3.00173)
H (-3.41231, -1.15066, 1.62846)
H (-3.46895, 1.35956, 1.31469)
H (-3.45546, 2.67341, 3.55526)
H (-4.23779, 1.20195, 4.17463)
H (-7.11017, 3.04552, 3.25165)
H (-5.72090, 3.95279, 3.69619)
H (-6.20760, 2.45347, 4.64387)
H (-1.56948, 0.18347, 1.93040)
H (-1.93143, -0.02150, 3.46135)
C (2.60673, 0.07202, 2.69196)
O (2.19909, -1.09062, 2.57407)
N (3.32140, 0.50413, 3.77455)
N (2.35468, 1.05358, 1.75755)
H (3.59947, -0.21086, 4.41980)
H (3.59622, 1.46580, 3.79888)
H (1.66975, 0.83379, 1.04489)
H (2.46050, 2.00065, 2.07215)

LUMO (alpha / beta) = -0.218 / -0.229 hartree
Net charge = +1
2S+1 = 4

---

[4]
C45H36AsF6N5O5PdS2 as an isolated structure, computed with ωB97M-V/def2-TZVPD.

Element x y z (Å)
Pd (-0.58958, -0.16309, 0.71193)
N (0.51289, -4.22777, -9.01266)
C (0.40730, -3.74879, -7.97363)
C (0.27545, -3.14596, -6.66939)
C (-0.76405, -2.25572, -6.41753)
C (-0.88329, -1.67674, -5.16567)
C (0.02826, -1.98639, -4.16117)
C (1.05991, -2.88387, -4.41769)
C (1.19037, -3.46060, -5.66831)
C (-0.10274, -1.36249, -2.81206)
C (-0.56089, -2.21421, -1.79574)
C (-1.01172, -3.54385, -1.99277)
C (-1.48820, -4.00147, -0.78411)
C (-1.31048, -2.93743, 0.11418)
N (-0.76404, -1.87275, -0.47053)
C (0.21820, -0.01206, -2.72036)
C (0.64419, 0.83290, -3.79497)
C (0.81906, 2.08098, -3.26247)
C (0.50139, 1.95380, -1.88085)
N (0.14804, 0.73054, -1.53801)
H (-1.47360, -2.02442, -7.20023)
H (-1.69080, -0.98811, -4.95377)
H (1.75849, -3.12834, -3.62743)
H (1.99317, -4.15501, -5.87564)
H (-0.99516, -4.07537, -2.93010)
H (-1.91739, -4.96391, -0.56012)
H (-1.56501, -2.91489, 1.16561)
H (0.79237, 0.53086, -4.81945)
H (1.12440, 2.97958, -3.77459)
H (0.54731, 2.74790, -1.15086)
C (-2.70931, 6.26304, 0.70522)
C (-2.13432, 4.96317, 1.17078)
C (-0.81976, 4.59433, 0.89851)
C (-0.35486, 3.36358, 1.28683)
N (-1.14655, 2.49626, 1.93073)
C (-2.41227, 2.82539, 2.21182)
C (-2.92204, 4.04998, 1.85786)
H (-1.96506, 6.87888, 0.20563)
H (-3.12286, 6.82048, 1.54622)
H (-3.52980, 6.06724, 0.00723)
H (-0.15785, 5.25679, 0.35761)
H (0.65417, 3.02170, 1.11668)
H (-3.01589, 2.08421, 2.70462)
H (-3.95960, 4.25998, 2.06782)
C (2.62756, -5.33621, -0.17430)
C (1.86219, -5.22731, 0.97757)
C (1.50747, -3.97676, 1.45908)
C (1.92910, -2.83089, 0.79375)
C (2.69037, -2.93895, -0.36364)
C (3.03853, -4.19456, -0.84428)
As (1.40950, -1.09152, 1.45093)
C (1.98786, -1.15819, 3.29084)
C (1.40379, -1.82705, 4.35193)
C (1.99010, -1.75741, 5.61080)
C (3.15380, -1.02274, 5.79245)
C (3.74012, -0.35457, 4.72590)
C (3.16008, -0.41552, 3.46429)
C (3.67175, 0.26140, 2.24941)
C (4.79124, 1.08220, 2.19289)
C (5.15448, 1.66634, 0.98764)
C (4.40844, 1.44079, -0.16303)
C (3.28322, 0.62704, -0.11707)
C (2.92857, 0.04110, 1.08660)
H (2.90103, -6.31308, -0.55130)
H (1.53525, -6.11747, 1.49920)
H (0.90021, -3.90212, 2.35294)
H (3.01699, -2.05168, -0.89127)
H (3.63541, -4.27783, -1.74386)
H (0.49481, -2.40116, 4.21323)
H (1.54123, -2.27898, 6.44595)
H (3.61063, -0.97188, 6.77219)
H (4.64954, 0.21134, 4.88448)
H (5.38194, 1.27188, 3.08033)
H (6.02737, 2.30502, 0.94632)
H (4.69659, 1.90314, -1.09813)
H (2.68213, 0.47235, -1.00415)
F (-4.68691, -1.39949, 1.26964)
C (-4.96144, -0.19679, 0.76554)
F (-6.20957, -0.18483, 0.31977)
F (-4.84917, 0.70176, 1.75731)
S (-3.75609, 0.16902, -0.60459)
O (-2.61633, 0.72975, 0.12258)
O (-3.56787, -1.07345, -1.26237)
N (-4.45929, 1.16225, -1.56757)
S (-4.82381, 2.67775, -1.36168)
O (-4.66230, 3.15289, -0.01084)
O (-6.01037, 3.00923, -2.08193)
C (-3.45773, 3.47679, -2.29746)
F (-3.40662, 3.04645, -3.55205)
F (-2.27849, 3.22571, -1.71339)
F (-3.64129, 4.80483, -2.30202)
C (0.96459, 2.07293, 3.95404)
O (0.77677, 1.44397, 2.68742)
C (-0.54088, 1.14019, 2.29951)
C (-1.36498, 0.49672, 3.40161)
H (0.72618, 1.39709, 4.77670)
H (0.36650, 2.98462, 4.04621)
H (2.01888, 2.33348, 4.01128)
H (-0.78940, -0.34125, 3.78733)
H (-2.30362, 0.10497, 3.01061)
H (-1.58588, 1.17036, 4.23755)

LUMO = -0.026 hartree
Relative energy (zero: lowest compared OMol25 entry of this formula, charge and spin) = 25.94 kJ/mol
Net charge = 0